Molecular formula: CH2Cl2N2
Method: DFT, ωB97M-V/def2-TZVPD

The value obtained for the energy above the lowest of the compared OMol25 structures with the same formula, charge and spin is 1.271 eV. Its SMILES is N=C=NCl.Cl. The calculation puts the HOMO energy at -0.3709 Eh. Its largest force on an atom is 0.04061 hartree/bohr.

Structure (ORCA input):
```
! wB97M-V def2-TZVPD RIJCOSX def2/J DEFGRID3
* xyz 0 1
C 0.69680 0.62391 -0.59060
N 0.06154 1.68224 -0.65762
N 1.02196 -0.53680 -0.33936
Cl 1.92239 -1.19067 0.92678
Cl -1.54598 -1.87730 0.86351
H -2.61654 -1.16558 0.89761
H 0.45982 2.46422 -1.10033
*
```